(1)
C5H10N2 | ωB97M-V with the def2-TZVPD basis set

XYZ file:
```
17
Properties=species:S:1:pos:R:3:forces:R:3:nbo_charge:R:1
N -0.499 -1.829 -0.022 -1.0979 -1.0441 -0.2169 -0.7038
N -0.207 -0.478 0.194 -0.3151 2.4849 0.5662 -0.2417
C 0.123 2.150 -0.994 3.1008 -1.1591 1.6959 -0.3850
C 1.841 -1.170 0.901 0.1927 2.8682 2.8191 -0.7342
C 0.942 0.025 0.581 0.0294 -2.1634 0.8033 0.0668
C -1.351 0.480 0.180 0.7373 -0.4914 -1.8678 -0.2502
C -1.044 1.712 -0.631 -2.1856 -0.7220 -1.3627 -0.2189
H 1.178 -1.969 1.056 -0.2401 -1.4919 0.7856 0.2105
H 1.101 1.700 -0.526 -2.1214 1.0805 -1.1222 0.2470
H 2.407 -0.864 1.875 -0.6910 -0.7930 -1.8900 0.2255
H 0.150 -2.287 -0.697 -1.4159 0.7120 0.5179 0.3886
H 0.159 2.953 -1.640 0.2653 1.6250 -1.3483 0.1875
H -1.532 -1.960 -0.103 1.6823 -0.1112 -0.4518 0.3836
H 2.491 -1.408 0.131 1.6546 -0.3939 -1.4533 0.2160
H -1.930 2.126 -1.181 0.6524 -0.1821 0.9230 0.2001
H -2.216 -0.016 -0.257 -0.0928 -0.0455 -0.0492 0.1886
H -1.615 0.835 1.134 -0.1551 -0.1728 1.6511 0.2195
```
Positions in Å, forces in eV/Å.

- Orbital gap: 8.59 eV
- Molar mass: 98.149 g mol⁻¹
- DFT total energy: -8322.3393 eV
- E_HOMO: -0.2844 Eh

(2)
C23H31N3O5S | ωB97M-V with the def2-TZVPD basis set

XYZ file:
```
63
Properties=species:S:1:pos:R:3:forces:R:3:nbo_charge:R:1
S 1.803 1.768 0.826 0.4011 0.6924 0.2508 2.3067
O 0.630 1.171 1.410 0.0962 -0.0906 -0.2839 -0.9575
O -2.523 2.557 1.066 0.1736 0.3321 -0.3299 -0.4178
O -3.039 -2.137 -0.661 -0.4443 -0.2271 -0.0292 -0.6573
O 2.606 2.604 1.676 0.1772 0.1004 -0.2233 -0.9439
O 0.699 0.400 -1.244 -0.2009 -0.0023 -0.3327 -0.6729
N -1.507 0.801 -1.550 -0.0741 -0.0433 -0.3123 -0.4309
N 1.365 2.752 -0.478 0.4462 -0.5560 0.5953 -0.8484
N -0.933 -1.639 -0.006 0.1987 -0.0884 0.1838 -0.6242
C 0.369 -3.776 2.686 0.1451 0.0333 -0.0733 -0.4039
C 0.165 -3.499 1.202 -0.2275 -0.0878 0.1676 -0.3952
C -0.852 -1.120 -3.053 -0.0509 -0.0397 -0.2011 -0.2131
C 4.686 -0.059 -1.303 -0.0301 0.1012 0.0347 -0.2220
C -0.252 1.168 -1.229 -0.2328 0.1429 -0.3806 0.7320
C -0.714 -0.144 -4.220 0.1158 -0.1221 0.3120 -0.6046
C -2.963 1.557 0.263 -0.6299 -0.6632 -0.0931 0.2339
C -0.953 -2.450 1.189 -0.0727 -0.1870 0.0680 -0.0650
C -0.019 2.632 -0.876 -0.2314 -0.1977 0.1268 -0.3503
C 2.850 -0.752 0.657 -0.1257 0.0538 0.1063 -0.2131
C -1.995 -1.528 -0.811 0.0949 0.3684 -0.3938 0.6875
C 3.735 -1.702 0.173 0.0188 0.0276 0.0244 -0.1964
C -1.821 -0.559 -1.995 0.2091 -0.3541 -0.0456 -0.1186
C -3.518 1.046 2.354 0.2560 0.5010 0.1369 -0.3121
C 4.650 -1.354 -0.807 0.0085 -0.0774 -0.0136 -0.2012
C -1.384 -2.463 -3.549 0.0938 0.1686 0.1798 -0.6076
C -3.587 0.602 1.010 0.1857 0.4420 -0.4423 -0.2905
C -0.752 -1.621 2.474 0.0192 0.0685 0.0370 -0.4283
C -2.659 1.630 -1.201 0.0499 0.2522 0.4496 -0.2574
C 3.804 0.893 -0.819 0.1233 0.0414 -0.0544 -0.1246
C 0.268 -2.391 3.329 -0.1005 -0.0550 0.1055 -0.4039
C -2.862 2.234 2.324 -0.3500 -0.5232 0.6247 0.1088
C 2.891 0.528 0.148 -0.1793 0.2859 0.1652 -0.2903
H 1.632 3.700 -0.257 0.1069 0.0748 0.1907 0.4128
H -1.930 -2.943 1.198 0.1897 0.0431 0.0215 0.2312
H -0.101 -4.390 0.636 0.0419 0.0049 -0.1205 0.2144
H -2.581 2.922 3.097 0.0880 0.1554 0.0386 0.2047
H -0.039 -2.451 4.372 0.0933 0.0483 0.0590 0.2109
H 3.714 -2.710 0.561 -0.0269 -0.0692 0.0426 0.2180
H -2.807 -0.503 -2.471 0.1361 -0.0356 0.1274 0.2220
H -2.350 -2.337 -4.033 -0.1512 -0.0326 -0.0746 0.2016
H 1.320 -4.264 2.897 -0.0138 -0.1013 0.0495 0.2081
H -1.506 -3.161 -2.725 -0.0426 -0.1619 0.0345 0.2205
H -3.909 0.546 3.216 -0.0517 -0.0542 0.2370 0.2307
H -0.692 -2.895 -4.267 0.0531 -0.0495 -0.0749 0.2117
H -0.114 -1.069 -0.174 -0.0719 0.0469 -0.1670 0.4300
H -0.258 0.788 -3.894 0.0474 0.1357 -0.0668 0.2064
H 1.068 -3.068 0.765 0.0963 0.0188 -0.0568 0.1917
H 2.123 -0.983 1.419 -0.1039 -0.1481 0.1218 0.2339
H -0.084 -0.577 -4.992 0.0518 -0.0113 -0.1086 0.2154
H 5.338 -2.094 -1.187 0.0474 -0.0559 -0.0307 0.2164
H -2.476 2.666 -1.491 -0.1133 -0.0466 -0.0329 0.2229
H 1.239 -1.895 3.301 0.0560 0.0218 0.0439 0.1945
H 3.806 1.906 -1.186 0.0551 0.0892 -0.1395 0.2217
H -1.698 -1.502 2.999 -0.0498 0.0606 0.0032 0.2091
H -0.387 -0.624 2.224 -0.1183 -0.0622 0.0574 0.2442
H -4.032 -0.304 0.653 -0.0694 -0.2174 -0.1779 0.2542
H -3.518 1.261 -1.765 0.1497 0.1120 0.0319 0.2362
H -0.193 3.257 -1.759 -0.0143 -0.0552 0.0702 0.2288
H -1.688 0.076 -4.654 -0.1338 0.0428 -0.0893 0.1976
H -0.692 2.935 -0.068 0.0208 0.0004 -0.2689 0.2427
H 0.132 -1.271 -2.604 -0.1612 -0.0139 -0.0543 0.2345
H 5.402 0.207 -2.066 0.0439 0.0389 -0.0559 0.2175
H -0.434 -4.417 3.052 -0.0183 -0.0750 0.0302 0.1974
```
Positions in Å, forces in eV/Å.

- Orbital gap: 9.19 eV
- Molar mass: 461.584 g mol⁻¹
- SMILES: CC(C)[C@@H](C(=O)NC1CCCC1)N(Cc1ccco1)C(=O)CNS(=O)(=O)c1ccccc1
- DFT total energy: -49897.4587 eV
- E_HOMO: -0.3206 Eh

(3)
C3H4CuO3 | ωB97M-V with the def2-TZVPD basis set

XYZ file:
```
11
Properties=species:S:1:pos:R:3:forces:R:3:nbo_charge:R:1
Cu -1.432 0.664 -4.766 -0.2780 1.6552 2.0816 0.5058
O 0.322 -0.335 0.905 0.5960 1.3542 -0.1904 -0.6792
O -1.262 0.679 -0.282 -0.9697 -0.0013 0.4065 -0.5529
O 0.603 -0.015 -1.297 -0.8486 1.2862 -1.8753 -0.6101
C -0.844 0.161 -2.533 0.3863 -4.8207 -1.7270 -0.4039
C -1.674 0.881 -1.620 4.0346 3.1928 -0.6279 -0.1825
C 0.025 0.173 -0.167 -1.6851 -2.7783 0.1791 0.9553
H -0.733 1.657 -2.226 -3.2090 0.9414 2.1252 0.2474
H -1.050 -0.921 -2.468 0.9479 -0.4839 0.4142 0.1074
H -2.746 0.827 -1.833 0.4915 0.9647 0.1202 0.2463
H -2.402 2.443 -4.176 0.5341 -1.3103 -0.9064 -0.6337
```
Positions in Å, forces in eV/Å.

- Orbital gap: 6.31 eV
- Molar mass: 151.608 g mol⁻¹
- Charge: -1
- DFT total energy: -53952.0619 eV
- E_HOMO: -0.1307 Eh

(4)
C8H17BrN | ωB97M-V with the def2-TZVPD basis set

XYZ file:
```
27
Properties=species:S:1:pos:R:3:forces:R:3:nbo_charge:R:1
Br -0.758 1.383 0.250 1.8264 -1.7320 0.3237 0.4020
N -3.512 0.639 -0.053 1.1656 2.1659 -2.1847 -0.6456
C -3.458 0.060 -1.383 1.6265 -0.4877 -1.5495 -0.4276
C -3.883 -0.114 1.039 -0.4182 -4.6826 1.3088 -0.4270
C 0.762 0.304 0.544 0.1890 0.4732 -1.5287 0.3559
C 3.257 0.792 0.776 0.8336 -0.7784 -1.1518 -0.3905
C 3.499 -0.366 -0.316 1.0895 1.3028 -0.6238 -0.4145
C 1.023 -0.936 -0.345 -1.0186 2.0485 -0.0426 -0.5398
C 2.279 -0.679 -1.159 0.8282 1.5186 -1.2104 -0.3923
C 1.854 0.719 1.451 -0.9327 -0.4084 1.8877 -0.6001
H -4.066 1.424 -0.216 -1.1648 1.7728 0.4631 0.3650
H -4.347 -0.514 -1.650 -0.1756 0.0816 -0.0805 0.1985
H 2.095 0.204 -1.825 0.0404 -0.4945 0.5129 0.2135
H 3.846 -1.237 0.271 -0.1398 0.2052 -0.5303 0.2163
H -4.865 -0.663 0.950 0.1486 1.0519 0.1867 0.1840
H -3.234 0.838 -2.225 -0.7368 -1.0141 1.8139 0.2172
H 0.247 -1.046 -1.117 -0.2673 -0.4534 0.9633 0.2599
H 1.827 -0.065 2.279 0.2697 0.3096 -0.9844 0.2978
H 1.643 1.633 2.053 -0.0341 -0.4329 -0.8838 0.2693
H 2.451 -1.482 -1.897 -0.1493 -0.0217 0.6717 0.2574
H 4.334 -0.071 -1.099 -1.3701 -0.4668 1.9742 0.2562
H -3.781 0.291 2.090 0.1084 -0.0721 -1.4870 0.2231
H 3.346 1.870 0.400 0.2870 -1.7049 0.3943 0.2406
H -2.591 -0.646 -1.514 -0.6554 0.3741 0.4843 0.1773
H 4.037 0.482 1.516 -0.7567 1.2609 -0.2573 0.2546
H 1.246 -1.767 0.291 -0.4370 -0.7613 0.4491 0.2653
H -3.252 -1.055 0.891 -0.1563 0.9458 1.0808 0.1836
```
Positions in Å, forces in eV/Å.

- Orbital gap: 5.83 eV
- Molar mass: 207.135 g mol⁻¹
- Charge: +1
- DFT total energy: -80094.4951 eV
- E_HOMO: -0.4368 Eh

Q: Number 1 is which compound?
A: C5H10N2